This record from OMol25 describes a structure of composition C47H30F5MoNO2S4. The level of theory is ωB97M-V/def2-TZVPD.

```
90
Properties=species:S:1:pos:R:3:forces:R:3:mulliken_charge:R:1
Mo 0.447 0.478 0.463 0.3 -0.3 -0.1 -0.9033
S -1.529 -2.274 0.469 0.0 0.1 0.0 -0.0618
S -1.992 2.455 -1.506 0.1 0.0 0.1 -0.1203
S 1.417 -0.433 -1.105 0.1 0.0 -0.2 -0.2295
S -0.572 -0.172 3.528 -0.1 0.0 0.2 0.7082
F 2.643 3.129 -0.245 -0.1 0.0 0.0 -0.3746
F 6.089 2.052 2.721 0.0 0.0 0.0 -0.2748
F 2.369 -0.784 2.357 0.0 -0.1 0.0 -0.2892
F 4.769 -0.212 3.461 0.0 0.0 0.0 -0.2801
F 5.001 3.700 0.863 0.0 0.0 0.0 -0.2803
O 0.166 0.753 2.520 -0.1 0.1 0.0 0.2102
O -0.666 -1.056 0.989 0.0 -0.2 0.2 -0.1208
N -0.044 2.408 0.112 -0.4 0.1 -0.3 0.3281
C 0.360 4.828 0.609 0.0 0.0 0.0 -0.4426
C 3.101 2.321 0.723 -0.1 0.0 -0.1 0.7139
C -0.003 2.722 6.276 0.0 0.1 0.0 -0.9062
C -1.390 -4.483 2.154 0.0 0.0 -0.1 -0.8762
C -0.784 0.060 6.198 0.0 0.0 0.1 -0.3828
C -2.727 -3.113 4.220 0.0 -0.1 0.0 0.8320
C -2.282 0.042 3.082 0.1 0.0 0.0 1.3030
C -6.178 0.575 1.646 0.0 0.0 0.0 -1.2408
C 2.278 -5.499 -2.884 0.0 0.0 0.0 -1.5568
C 2.376 1.217 1.124 -0.1 -0.1 0.0 0.3495
C -4.350 -0.908 2.298 0.0 0.0 0.0 0.9792
C -6.447 -1.814 1.515 0.0 0.0 0.0 -1.0921
C 4.230 0.627 2.586 0.0 0.0 0.0 -0.0769
C 2.995 0.374 2.029 -0.1 0.0 0.0 0.6901
C 0.085 -4.327 -2.509 0.0 0.0 0.0 -0.9188
C -2.483 -2.459 2.981 0.0 0.0 0.0 0.3896
C -0.840 1.642 -0.583 0.2 0.4 0.4 0.4987
C -0.456 0.743 5.036 0.0 -0.1 -0.1 0.3573
C 1.721 -4.295 -0.743 0.0 0.0 0.0 -0.8957
C -3.017 -1.076 2.776 0.0 0.0 0.1 -0.0112
C -1.363 3.985 -0.892 0.0 -0.1 0.0 0.8470
C -2.290 -4.453 4.397 0.0 0.1 0.0 0.6804
C 4.905 1.777 2.204 0.0 0.0 0.0 0.7435
C -0.344 2.074 7.464 0.0 -0.1 0.0 0.8450
C -0.257 2.796 8.778 0.0 0.0 0.0 -1.4878
C -5.178 -2.013 1.981 0.0 0.0 0.0 -0.9377
C -0.054 2.069 5.057 0.0 0.0 0.0 -0.5229
C 0.862 -3.581 0.065 0.0 0.0 0.1 -0.2955
C -1.634 -5.117 3.335 0.0 0.0 0.0 -1.2774
C -0.093 6.101 0.335 0.0 0.0 0.0 -0.8150
C -1.801 -3.142 1.997 0.0 0.0 0.0 0.8789
C -4.051 1.523 2.464 0.0 0.0 0.0 -1.2050
C 4.344 2.619 1.260 0.1 0.1 0.0 0.2385
C -3.195 -4.455 6.633 0.0 0.0 0.0 -0.6831
C -1.163 6.318 -0.544 0.0 0.0 0.0 -0.4870
C -1.815 5.268 -1.165 0.0 0.1 0.0 -0.6179
C -0.788 -3.599 -1.721 0.0 0.0 0.0 -0.5772
C -2.538 -5.102 5.629 0.0 0.0 0.0 -1.1100
C -0.284 3.768 -0.021 -0.1 0.0 -0.1 0.0475
C -4.861 0.406 2.131 0.0 -0.1 0.0 0.9214
C -0.734 0.736 7.405 0.0 0.0 0.0 -0.9881
C -3.642 -3.127 6.455 0.0 0.0 0.0 -0.9804
C -6.951 -0.509 1.343 0.0 0.0 0.0 -0.6739
C -0.399 -3.246 -0.430 -0.1 -0.1 -0.2 0.7218
C -3.416 -2.469 5.281 0.0 0.0 0.0 -0.8710
C 1.346 -4.688 -2.035 0.0 0.0 0.0 0.8329
C -2.785 1.352 2.934 0.0 0.0 0.0 -0.9082
H 2.152 -5.272 -3.941 0.0 0.0 0.0 0.4176
H -2.167 2.200 3.203 0.0 0.0 0.0 0.5618
H -2.200 -6.123 5.757 0.0 0.0 0.0 0.4816
H -1.323 -6.145 3.470 0.0 0.0 0.0 0.4717
H 0.388 6.949 0.802 0.0 0.0 0.0 0.4278
H -1.074 -0.985 6.168 0.0 0.0 0.0 0.5098
H -3.386 -4.959 7.571 0.0 0.0 0.0 0.4399
H 0.312 3.758 6.308 0.0 0.0 0.0 0.4320
H -7.076 -2.663 1.282 0.0 0.0 0.0 0.4716
H -4.465 2.518 2.351 0.0 0.0 0.0 0.4752
H -0.854 2.303 9.543 0.0 0.0 0.0 0.3861
H -0.991 0.215 8.318 0.0 0.0 0.0 0.4074
H 1.191 4.652 1.277 0.0 0.0 0.0 0.4083
H -1.761 -3.310 -2.098 0.0 0.0 0.0 0.5299
H 0.227 2.572 4.142 0.0 0.0 0.0 0.3500
H 2.704 -4.559 -0.373 0.0 0.0 0.0 0.4417
H -3.770 -1.454 5.153 0.0 0.0 0.0 0.6064
H -0.899 -5.009 1.350 0.0 0.0 0.0 0.5923
H -4.807 -3.020 2.124 0.0 0.0 0.0 0.5545
H 0.777 2.819 9.127 0.0 0.0 0.0 0.3046
H -6.565 1.579 1.527 0.0 0.0 0.0 0.4882
H -1.486 7.330 -0.741 0.0 0.0 0.0 0.4277
H -0.211 -4.611 -3.511 0.0 0.0 0.0 0.4386
H -4.173 -2.633 7.258 0.0 0.0 0.0 0.4938
H -0.594 3.827 8.684 0.0 0.0 0.0 0.3896
H -7.960 -0.372 0.976 0.0 0.0 0.0 0.4429
H -2.642 5.446 -1.839 0.0 0.0 0.0 0.4352
H 2.068 -6.563 -2.750 0.0 0.0 0.0 0.3031
H 1.161 -3.279 1.062 0.0 0.0 0.0 0.5732
H 3.318 -5.332 -2.609 0.0 0.0 0.0 0.3939
```
Positions in Å, forces in eV/Å.

Output
LUMO level (alpha / beta) (eV): -6.892 / -6.892
Gap between HOMO and LUMO (alpha / beta) (Ha): 0.2347 / 0.2348
E_HOMO (alpha / beta) (eV): -13.280 / -13.280
Charge: +2
Energy relative to the best compared isomer or geometry (same formula, charge and spin) (kJ/mol): 0.00


This record from OMol25 describes a structure of composition C24H40Cl4MoN4O2. The level of theory is ωB97M-V/def2-TZVPD.

```
75
Properties=species:S:1:pos:R:3:forces:R:3:lowdin_spin:R:1
Mo 0.882 0.212 -0.496 -0.9 0.5 -0.4 1.0197
Cl -5.169 2.732 0.100 -0.2 0.0 0.1 0.0654
Cl 2.892 -0.971 -0.339 1.5 -0.9 0.1 0.0372
Cl -4.811 -0.144 -0.127 -0.1 0.2 0.2 0.1273
Cl -3.995 1.247 2.325 -0.2 0.0 -0.2 0.1685
O -1.936 0.524 -0.143 -0.8 1.4 0.2 0.0128
O -2.302 2.763 -0.277 -0.6 -1.1 0.4 0.0129
N 0.137 1.550 -2.963 0.6 0.2 -1.1 -0.0464
N -0.762 -3.040 1.524 0.7 -0.7 0.4 0.0009
N 0.005 -1.544 2.847 0.6 -0.9 0.3 0.0010
N 1.080 2.977 -1.629 1.1 0.5 -0.2 -0.0461
C -1.780 -5.007 0.569 -0.3 -0.3 -0.1 0.0929
C 2.055 -0.153 3.144 0.3 0.0 -0.2 0.0108
C 0.058 0.048 -4.837 0.2 -0.4 -0.2 0.0090
C 2.540 4.629 -0.700 0.5 -0.1 0.3 0.0059
C 0.013 -2.747 3.559 0.0 0.3 0.4 0.0389
C -0.109 2.804 -3.477 -0.1 0.8 0.4 -0.0063
C -0.023 -3.838 -0.727 0.2 -0.1 -0.1 0.0111
C 1.600 3.495 -0.332 -0.7 -0.5 -0.8 -0.0023
C 2.307 2.338 0.375 0.3 -0.4 0.2 0.0053
C -1.980 0.368 -3.445 -0.5 -0.1 0.3 0.0161
C -2.249 -2.741 -0.370 -0.4 0.0 -0.2 0.0157
C -4.136 1.370 0.538 1.1 -0.2 -0.3 0.0339
C -0.456 0.279 -3.422 0.5 0.6 0.1 0.0005
C -0.147 0.844 2.520 -0.3 0.3 -0.4 0.0434
C 0.542 -0.251 3.322 -0.1 0.1 -0.4 0.0033
C 0.453 3.699 -2.614 -0.5 0.4 -0.8 -0.0006
C -1.194 -3.658 0.243 0.1 0.4 0.0 0.0011
C -0.472 -3.692 2.734 -0.1 0.1 -0.4 0.0467
C -0.006 -0.799 -2.427 -0.1 -0.7 0.1 0.0470
C 1.056 1.635 -1.934 -2.6 -1.2 2.8 -0.0719
C -2.624 1.588 -0.028 1.0 0.0 -0.5 0.0116
C -0.388 -1.764 1.591 0.2 1.6 -1.4 0.0026
C 0.223 -0.136 4.790 -0.1 0.3 0.4 0.0758
C 0.461 4.045 0.534 -0.4 0.0 0.3 0.0087
H -0.296 0.849 -5.501 0.1 -0.2 0.1 0.0012
H 2.727 2.713 1.318 -0.1 0.0 0.0 0.0013
H -0.420 -4.101 -1.720 0.1 0.1 0.3 0.0050
H 0.592 -2.936 -0.828 -0.2 -0.1 0.2 0.0003
H 1.650 1.489 0.766 0.6 0.8 0.1 0.0058
H -2.201 -5.452 -0.338 0.1 0.0 0.1 0.0163
H -0.999 -5.673 0.951 -0.2 -0.1 0.0 0.0134
H 0.185 5.050 0.194 -0.1 -0.1 0.0 0.0016
H 0.619 -4.670 -0.411 0.0 0.2 0.1 0.0045
H -0.848 -0.268 4.959 0.1 0.0 0.1 0.0216
H -0.584 -0.733 -1.433 0.3 -0.3 -0.7 0.0057
H 0.479 4.788 -2.653 -0.1 -0.5 0.0 -0.0006
H 0.795 -0.878 5.352 -0.1 0.1 0.2 0.0122
H -2.336 1.191 -4.081 0.1 -0.1 0.1 0.0038
H -0.302 -0.910 -5.231 0.0 0.1 0.0 0.0026
H -2.398 -2.984 -1.430 0.0 0.0 0.2 0.0070
H -3.204 -2.899 0.136 0.0 0.1 0.0 0.0094
H -0.074 0.657 1.407 -0.2 0.3 1.5 0.0180
H -2.001 -1.679 -0.283 0.0 -0.3 0.1 0.0018
H 1.108 -0.841 -2.265 -0.6 -0.1 -0.4 0.0089
H -2.583 -4.894 1.304 0.1 -0.2 0.0 0.0246
H -0.646 2.958 -4.398 -0.1 0.1 0.1 -0.0013
H 1.155 0.037 -4.837 -0.2 0.0 -0.1 0.0007
H -0.630 -4.740 2.905 -0.1 0.0 0.0 0.0203
H -2.403 -0.564 -3.853 0.2 0.2 0.1 0.0056
H 0.332 -2.818 4.591 -0.1 -0.1 -0.2 0.0170
H 2.375 0.875 3.380 -0.1 -0.3 0.0 0.0039
H 0.787 4.142 1.583 0.0 0.0 -0.3 0.0027
H -2.388 0.492 -2.430 0.2 0.0 -0.4 0.0023
H -0.450 3.425 0.508 0.4 0.1 -0.1 0.0011
H 0.297 1.822 2.758 -0.1 -0.3 0.0 0.0026
H -1.221 0.872 2.742 0.2 0.0 0.0 0.0044
H 2.573 -0.831 3.831 0.0 0.0 -0.1 0.0044
H -0.284 -1.801 -2.797 0.0 0.3 0.1 0.0021
H 3.142 1.934 -0.206 -0.3 0.0 0.0 0.0015
H 0.512 0.860 5.142 0.0 -0.2 0.0 0.0121
H 2.369 -0.377 2.116 -0.1 0.0 0.2 0.0004
H 3.299 4.258 -1.398 0.0 0.2 0.1 0.0009
H 1.967 5.435 -1.172 0.2 -0.1 0.1 0.0008
H 3.028 5.017 0.200 0.0 0.1 -0.1 0.0016
```
Positions in Å, forces in eV/Å.

Output
LUMO level (alpha / beta) (eV): 4.407 / 4.326
Gap between HOMO and LUMO (alpha / beta) (Ha): 0.0570 / 0.1470
E_HOMO (alpha / beta) (eV): 2.854 / 0.326
Charge: -2
Spin multiplicity: 3


This record from OMol25 describes a structure of composition C3H2AgFO3. The level of theory is ωB97M-V/def2-TZVPD.

```
10
Properties=species:S:1:pos:R:3:forces:R:3:nbo_charge:R:1
Ag 4.257 0.784 -0.660 0.3 0.1 0.0 0.9980
F -2.027 1.052 -0.997 0.0 0.6 1.1 -0.1299
O 2.128 0.154 0.172 -0.3 0.1 0.0 -0.5567
O 0.074 1.005 -0.393 -0.5 1.1 0.4 -0.3805
O 0.215 -0.974 0.627 0.7 0.1 0.3 -0.3809
C -1.142 -0.765 0.359 -1.7 2.8 1.0 -0.2004
C 0.964 0.019 0.182 -0.2 -0.6 0.3 1.0270
C -1.124 0.578 -0.271 1.3 -2.1 -3.5 0.9835
H -1.587 -1.555 -0.264 -0.3 0.2 0.5 0.3327
H -1.758 -0.297 1.244 0.6 -2.2 -0.1 0.3073
```
Positions in Å, forces in eV/Å.

Output
LUMO level (eV): -10.413
Gap between HOMO and LUMO (Ha): 0.3982
E_HOMO (eV): -21.250
Charge: +2


This record from OMol25 describes a cluster of 11 separate species, C33H57N9O11 in total. The level of theory is ωB97M-V/def2-TZVPD.

```
110
Properties=species:S:1:pos:R:3:forces:R:3:mulliken_charge:R:1
O -15.985 -12.064 24.145 0.2 1.3 0.4 0.8741
O -15.130 -18.527 24.252 0.1 -0.1 0.5 -0.5785
O -15.415 -12.989 26.833 -1.9 2.4 -2.0 -0.5505
O -14.248 -14.269 28.147 -0.5 1.7 0.9 -0.8251
O -14.976 -12.314 28.920 -0.7 1.5 0.7 -0.5941
O -16.732 -12.084 16.711 1.1 1.1 -0.3 -0.6334
O -13.520 -15.735 24.821 0.6 0.4 -0.4 -0.5671
O -18.838 -14.656 26.228 -0.2 0.6 0.1 -0.6781
O -16.360 -14.179 23.565 0.0 1.8 -0.4 -0.7716
O -20.225 -14.355 20.106 -0.9 -0.5 0.1 -0.7945
O -15.946 -12.633 22.005 0.0 1.1 -0.3 -0.2007
N -13.740 -13.709 20.525 -0.5 -0.8 0.3 0.9987
N -13.093 -13.560 24.467 0.2 0.8 -0.8 0.5873
N -18.059 -14.121 20.572 1.4 0.4 -0.3 0.4041
N -14.868 -9.898 21.880 -1.1 0.1 0.3 2.4114
N -19.858 -9.603 21.628 1.3 -0.4 0.7 0.0266
N -15.858 -10.198 17.572 1.8 1.4 0.3 -0.1721
N -15.733 -18.424 22.125 -0.3 -1.6 -1.8 -0.1474
N -15.258 -9.713 25.477 1.1 1.5 1.2 0.5648
N -19.110 -14.006 28.292 -0.4 0.3 2.5 -0.1748
C -16.453 -10.242 18.919 0.0 -0.1 -1.6 -0.4751
C -16.016 -11.073 16.585 -2.0 -1.9 -0.4 0.7434
C -12.240 -12.491 24.017 -0.4 0.4 0.5 -0.7458
C -15.557 -8.797 22.309 1.8 1.0 -1.0 -0.3665
C -15.391 -10.674 15.245 -0.2 -0.1 0.5 -1.1438
C -16.130 -12.997 23.211 0.0 -3.8 -1.4 -0.0434
C -13.036 -14.829 20.763 1.5 -0.7 -0.7 -0.0625
C -12.733 -14.842 24.528 -0.5 -1.9 1.2 0.7335
C -12.251 -13.802 18.938 0.7 -1.0 -2.0 -0.6247
C -18.983 -13.721 27.019 0.6 -2.2 -3.2 0.5609
C -13.566 -8.236 21.364 0.9 1.6 -0.4 -0.8141
C -19.542 -9.381 23.820 -0.3 -0.3 0.7 -1.2316
C -18.747 -10.479 23.390 0.2 0.5 -1.2 0.9381
C -13.704 -9.563 21.284 -0.1 -2.1 0.0 -0.7748
C -14.893 -13.194 27.923 3.2 -6.3 -0.3 0.3601
C -15.533 -20.611 23.242 0.0 -0.5 -1.0 -1.1083
C -14.707 -7.701 21.992 -1.4 -0.6 0.3 -1.0050
C -13.669 -8.409 26.451 -0.3 -0.8 -0.2 -0.8630
C -11.283 -15.211 24.198 -0.4 0.2 -0.1 -1.2899
C -19.578 -13.995 22.428 -0.4 -0.9 0.6 -0.5098
C -12.078 -14.947 19.737 -0.7 0.0 1.1 -1.2794
C -15.458 -19.102 23.234 0.6 0.5 2.2 0.6045
C -17.508 -14.107 19.179 -1.0 -0.7 1.6 -1.0965
C -14.798 -8.482 27.293 -1.6 -0.1 0.0 -0.4906
C -19.345 -14.225 20.945 1.0 1.5 -0.6 0.6493
C -19.064 -12.334 26.547 -0.4 1.7 -0.4 -0.3233
C -13.972 -9.199 25.370 -0.7 -1.0 -1.0 -0.1793
C -19.393 -13.097 29.378 -0.1 -0.8 -0.1 -0.8634
C -18.871 -10.519 22.012 -1.0 -0.1 0.3 -1.0961
C -15.792 -9.245 26.652 1.4 -0.1 0.3 -0.6764
C -13.359 -13.159 19.348 -0.4 2.1 1.4 -0.4883
C -15.918 -17.007 22.008 -0.5 0.7 0.0 -0.3378
C -20.231 -8.891 22.753 0.1 0.3 -0.9 -0.5859
H -11.015 -16.153 24.677 -0.4 0.0 -0.1 0.3605
H -17.649 -15.132 18.837 -0.1 0.2 -0.7 0.4372
H -18.398 -11.174 21.295 -0.1 -0.1 0.0 0.5276
H -14.555 -21.057 23.063 0.3 0.2 0.3 0.2484
H -12.921 -11.695 23.715 0.3 0.2 0.0 -0.1272
H -16.552 -8.930 22.707 0.1 0.3 0.2 0.1288
H -12.705 -7.959 26.637 -0.2 0.1 0.0 0.3993
H -13.751 -12.178 19.123 -0.1 -0.1 -0.5 0.2591
H -18.117 -11.132 23.975 0.0 0.2 -0.1 0.3183
H -15.922 -16.765 20.945 0.1 0.1 0.0 0.2944
H -15.930 -12.570 24.959 -0.1 -0.4 1.6 -0.1880
H -15.919 -20.975 24.194 0.0 0.2 -0.2 0.2832
H -15.473 -9.591 15.164 0.3 0.0 -0.3 0.3467
H -11.726 -13.575 18.022 0.1 0.0 0.0 0.3666
H -14.933 -8.011 28.255 0.1 0.0 0.0 0.3739
H -14.027 -13.282 24.734 0.0 -0.6 0.3 -0.2370
H -17.486 -10.326 18.580 -0.5 -0.3 1.5 0.3507
H -15.933 -11.135 14.419 0.0 0.0 0.2 0.3165
H -18.773 -13.688 23.096 0.5 0.4 -0.7 -0.2073
H -20.872 -8.028 22.647 -0.1 -0.1 0.2 0.4053
H -13.219 -15.449 21.628 -0.1 0.1 -0.1 0.5626
H -18.981 -14.968 28.570 0.1 0.1 -0.5 0.3030
H -16.222 -9.304 19.423 -0.2 -0.1 0.0 0.2985
H -18.472 -12.690 29.795 -0.1 0.1 0.3 0.2165
H -11.591 -12.718 23.172 -0.1 -0.3 0.0 0.3978
H -14.352 -11.001 15.202 0.0 0.2 0.0 0.2456
H -13.389 -9.511 24.516 0.1 0.3 0.0 0.2160
H -16.135 -19.020 21.416 0.0 0.5 -0.2 0.2400
H -20.444 -13.355 22.596 -0.1 -0.2 -0.2 0.2703
H -19.920 -13.772 30.053 0.1 0.6 0.8 0.3702
H -15.501 -11.669 28.440 -0.2 1.1 0.4 0.3023
H -20.090 -12.302 29.112 0.2 0.0 -0.2 0.2813
H -12.693 -7.718 20.995 -0.1 0.3 0.0 0.4559
H -17.393 -13.855 21.283 0.2 0.0 0.2 -0.3908
H -15.711 -10.368 24.855 0.3 -0.1 -0.1 0.2353
H -16.432 -13.935 19.221 -0.1 0.2 0.2 0.1114
H -18.162 -11.758 26.750 0.1 -0.1 0.3 0.0903
H -14.874 -6.638 22.081 -0.3 -0.1 0.4 0.4384
H -11.645 -12.156 24.867 0.3 0.4 -0.1 0.3000
H -16.058 -11.066 19.513 -0.4 -0.1 -0.1 -0.1814
H -13.118 -10.351 20.835 0.3 0.2 0.1 0.4172
H -10.518 -14.480 24.458 -0.1 0.2 -0.2 0.3764
H -19.745 -14.976 22.873 -0.6 -0.2 0.0 0.3558
H -19.228 -12.235 25.474 0.1 -0.7 0.1 -0.3211
H -19.923 -11.827 26.988 0.0 0.2 0.3 0.5484
H -15.347 -9.368 17.307 0.0 -0.1 0.4 0.2336
H -14.482 -13.406 21.140 -0.7 0.4 0.2 -0.2340
H -15.256 -10.829 21.925 -0.2 -0.8 0.1 -0.5951
H -16.887 -16.724 22.419 0.1 0.2 0.1 0.3042
H -16.111 -20.996 22.402 -0.5 -0.1 0.1 0.3295
H -16.715 -9.673 27.015 -0.1 0.4 0.0 0.4136
H -20.062 -9.369 20.667 0.0 -0.1 0.4 0.2470
H -11.394 -15.759 19.537 0.0 0.1 0.3 0.4298
H -15.164 -16.407 22.516 0.0 -0.3 0.2 -0.2043
H -17.998 -13.352 18.564 0.0 -0.3 -0.1 0.3770
H -11.342 -15.352 23.118 0.6 -0.1 -0.2 0.2059
H -19.630 -9.008 24.830 0.0 -0.1 0.0 0.4021
```
Positions in Å, forces in eV/Å.

Output
LUMO level (eV): 3.736
Gap between HOMO and LUMO (Ha): 0.2170
E_HOMO (eV): -2.168
Charge: -2
Energy relative to the best compared isomer or geometry (same formula, charge and spin) (kJ/mol): 0.00


What are the DFT total energy values for these records? In order: -113581.017; -87533.916; -15981.237; -71082.857 eV.